Entry 1:
Computed, not measured: C30H40CuN6O3S3SbSe4Te as an isolated structure, with ωB97M-V with the def2-TZVPD basis set.

Properties
2S+1 = 1
Frontier orbital gap = 6.679 eV
Energy above the lowest of the compared OMol25 structures with the same formula, charge and spin = 0.0 kJ/mol
Calculated total energy = -399198.66793 eV
Max |F| = 0.06962 Eh/bohr

```
89
Properties=species:S:1:pos:R:3:forces:R:3:mulliken_charge:R:1
Cu 3.903 -14.648 -16.053 0.60 0.07 0.10 0.3078
N 5.625 -16.104 -15.093 -0.04 1.05 -0.49 -0.2157
N 5.248 -17.397 -15.366 -0.15 0.41 -0.11 -0.2062
C 4.058 -17.629 -15.935 -0.68 0.24 -0.66 0.7130
N 3.717 -18.888 -16.107 0.73 -2.02 -0.09 -0.2331
N 3.346 -16.566 -16.371 0.25 -0.15 1.06 -0.1861
N 2.031 -16.678 -16.763 0.28 0.35 -1.43 1.1904
O 1.541 -15.588 -16.996 -0.46 -0.09 0.31 -0.6427
O 1.460 -17.736 -17.012 0.54 -0.10 0.70 -0.7614
H 6.520 -15.883 -15.494 0.28 -0.04 -0.28 0.2318
H 5.666 -15.862 -14.117 -0.10 0.06 0.67 -0.2231
H 5.686 -18.125 -14.843 0.19 -0.74 0.30 0.1819
H 4.430 -19.645 -16.002 -1.10 1.14 0.18 0.1887
H 2.816 -19.118 -16.503 0.05 0.22 -0.04 0.1803
C 2.986 -13.028 -18.628 -0.65 0.87 -1.38 -0.4736
C 2.829 -12.058 -17.443 0.15 -0.17 0.02 -0.6935
S 3.756 -12.380 -15.907 -0.68 -0.47 0.20 0.0690
C 5.375 -11.611 -16.079 0.07 0.62 -0.28 0.2291
C 6.011 -11.815 -17.460 0.70 0.68 -0.63 -0.6179
S 6.054 -13.556 -17.911 0.08 -1.02 0.15 0.0641
C 6.210 -13.558 -19.735 1.05 0.66 0.60 -0.7871
C 4.943 -13.648 -20.548 0.16 0.97 0.39 -0.6364
S 3.797 -12.326 -20.117 -0.17 0.28 0.07 -0.1704
H 1.978 -13.205 -19.019 0.10 -0.23 0.41 0.5835
H 3.464 -13.980 -18.482 0.01 -0.19 0.65 -0.1803
H 1.786 -12.266 -17.134 0.49 0.88 0.18 0.4020
H 3.045 -10.990 -17.700 -0.64 -0.88 0.01 0.4562
H 5.936 -12.056 -15.234 -0.04 0.04 -0.57 -0.7259
H 5.306 -10.523 -15.841 -0.07 -0.77 -0.24 0.5801
H 7.065 -11.470 -17.398 -0.62 0.00 -0.03 0.3672
H 5.518 -11.295 -18.334 0.23 -0.25 1.34 0.3174
H 6.903 -14.392 -19.897 -0.14 0.21 -0.34 0.4180
H 6.732 -12.597 -19.937 -0.18 -0.71 -0.20 0.3314
H 4.449 -14.588 -20.466 -0.38 -0.83 0.11 0.2730
H 5.145 -13.466 -21.594 0.26 -0.12 -0.35 0.4337
Se 9.294 -12.181 -11.868 0.95 -1.86 0.18 -0.2910
Sb 7.985 -10.800 -13.281 -1.58 1.47 -0.89 0.9405
Se 5.932 -10.192 -12.267 0.23 -0.18 -0.28 -0.4895
Se 8.936 -9.861 -15.223 0.11 0.02 -0.12 -0.5361
Se 8.224 -13.575 -13.710 -1.78 -0.23 3.10 -0.0176
C 0.480 -24.780 -11.656 -1.42 -1.05 0.81 -1.6284
C 1.098 -23.445 -11.778 0.68 0.87 0.64 0.5968
C 0.656 -22.566 -12.744 -0.18 -0.21 -0.27 -0.9984
C 1.104 -21.255 -12.870 0.08 0.15 -0.33 1.1618
C 0.518 -20.366 -13.954 -0.40 -0.27 0.14 -1.5007
C 2.088 -20.798 -11.979 -1.15 -1.84 0.15 -0.4828
Te 2.918 -18.964 -12.193 0.80 1.26 -0.02 0.8809
N 6.515 -14.054 -12.987 -0.32 -0.05 0.41 -0.0753
C 5.983 -14.379 -11.701 -0.63 0.21 -2.33 0.0666
O 6.463 -14.651 -10.628 0.93 0.35 0.10 -0.6432
C 4.378 -14.529 -11.770 0.19 -0.47 -0.31 -0.8369
C 3.681 -14.974 -10.632 1.48 0.55 -0.09 -0.3656
C 2.360 -15.302 -10.711 -1.62 -0.23 0.70 -0.4586
C 1.574 -15.143 -11.872 0.51 0.06 1.66 -0.8686
C 2.219 -14.619 -12.966 -0.97 -0.88 -0.61 -0.1468
C 3.581 -14.410 -12.910 1.16 0.67 -0.25 1.5729
C 4.858 -19.737 -12.660 -1.19 0.23 0.28 0.6148
C 4.960 -20.889 -13.437 1.13 0.55 0.01 -0.5772
C 6.217 -21.270 -13.913 0.50 0.82 0.37 -0.7537
C 7.344 -20.447 -13.527 -0.76 -2.05 -1.24 -0.5997
C 7.188 -19.375 -12.707 0.44 -0.01 0.13 -0.6914
C 5.939 -19.016 -12.226 -0.06 1.26 0.39 0.7641
C 5.830 -17.834 -11.288 0.73 0.13 -0.14 -1.7659
C 2.509 -21.675 -10.951 1.20 0.66 -0.83 1.1014
C 3.649 -21.324 -10.061 0.30 -1.28 1.29 -1.4517
C 2.058 -22.961 -10.871 -0.97 -1.91 0.37 -0.9359
H -0.426 -24.735 -10.983 0.80 0.13 -0.61 0.2842
H 1.106 -25.541 -11.192 0.31 0.13 -0.04 0.3801
H 0.105 -25.199 -12.596 0.20 0.27 0.01 0.3754
H -0.066 -22.980 -13.427 -0.31 0.28 -0.36 0.3620
H -0.313 -20.844 -14.491 0.05 0.02 0.47 0.4015
H 1.205 -20.086 -14.738 0.64 0.05 -0.07 0.1110
H 0.180 -19.429 -13.512 -0.21 0.01 -0.10 0.3421
H 4.196 -15.004 -9.675 0.03 -0.24 -0.21 0.4586
H 1.883 -15.644 -9.778 0.10 0.11 -0.56 0.3304
H 0.508 -15.347 -11.772 0.27 0.02 -0.49 0.4117
H 1.652 -14.523 -13.901 0.44 0.28 0.24 0.3153
H 4.049 -14.059 -13.805 0.42 0.22 -0.31 -0.1760
H 4.031 -21.397 -13.568 -0.26 -0.74 -0.64 0.5363
H 6.316 -22.143 -14.573 0.16 0.40 0.47 0.4002
H 8.362 -20.698 -13.822 -0.35 -0.14 -0.22 0.3630
H 8.091 -18.851 -12.432 -0.06 0.30 0.26 0.4792
H 5.100 -17.985 -10.476 0.43 0.03 -0.27 0.3343
H 5.601 -16.880 -11.778 -0.36 -0.34 -0.13 0.3199
H 6.850 -17.648 -10.925 -0.41 -0.04 0.47 0.4847
H 3.447 -20.394 -9.541 0.39 0.25 0.09 0.2485
H 4.627 -21.330 -10.573 -0.50 0.38 0.10 0.2802
H 3.716 -22.163 -9.312 0.08 1.05 -0.43 0.4002
H 2.418 -23.647 -10.053 -0.31 0.85 -0.97 0.2073
```
Positions in Å, forces in eV/Å.

Entry 2:
Computed, not measured: C30H40IrN3OSSi2Te as an isolated structure, with ωB97M-V with the def2-TZVPD basis set.

Properties
2S+1 = 1
Frontier orbital gap = 7.348 eV
Energy above the lowest of the compared OMol25 structures with the same formula, charge and spin = 12.0 kJ/mol
Calculated total energy = -75002.48839 eV
Max |F| = 0.00869 Eh/bohr

```
79
Properties=species:S:1:pos:R:3:forces:R:3:mulliken_charge:R:1
Ir 0.717 0.048 -1.406 -0.22 0.21 -0.02 0.5056
N 3.325 3.350 -2.597 0.01 0.00 0.00 -0.5000
C 2.321 2.485 -2.267 -0.10 -0.03 0.06 0.6952
S 2.721 0.779 -2.314 0.02 0.12 -0.15 -0.5487
N 1.180 3.002 -1.922 0.02 -0.09 -0.15 -1.3618
N 0.207 2.057 -1.608 -0.08 0.11 -0.08 0.9733
C -1.000 2.491 -1.563 0.09 0.05 0.05 -1.2165
C -2.179 1.709 -1.265 0.01 -0.03 -0.04 1.4166
C -3.406 2.371 -1.462 -0.02 0.00 0.01 -0.9723
C -4.615 1.756 -1.257 0.02 -0.01 0.00 -0.9109
C -4.619 0.427 -0.818 -0.01 0.00 0.01 -0.7346
C -3.442 -0.246 -0.600 0.01 -0.04 0.03 -0.9136
C -2.183 0.355 -0.824 -0.03 0.16 0.09 0.7669
O -1.126 -0.370 -0.565 -0.07 0.29 -0.33 -0.4990
H 4.128 2.966 -3.064 0.00 0.00 -0.01 0.2277
H 3.048 4.282 -2.857 0.00 0.00 0.01 0.2498
H -1.142 3.544 -1.798 -0.01 0.01 0.01 0.3864
H -3.377 3.402 -1.798 0.00 0.00 0.00 0.4183
H -5.542 2.287 -1.426 0.00 0.00 0.00 0.4208
H -5.560 -0.081 -0.648 0.00 0.00 0.00 0.4397
H -3.437 -1.276 -0.266 -0.02 0.00 0.00 0.4669
C -1.063 -1.094 3.780 0.03 -0.01 0.03 -1.1395
Si 0.166 -1.982 2.672 -0.11 -0.10 -0.14 0.2786
C -0.762 -2.718 1.241 0.01 -0.11 0.10 0.4984
C 0.991 -3.325 3.686 0.00 -0.01 0.01 -1.1769
C 1.633 -0.882 2.179 0.00 0.12 0.12 -0.6726
Te 1.588 0.769 0.837 0.15 -0.26 0.33 -0.0779
C -0.103 1.695 1.741 0.11 0.08 -0.08 0.7550
Si 0.205 3.442 2.381 0.03 -0.01 0.00 0.1269
C -1.340 3.976 3.288 -0.01 -0.02 0.00 -1.1691
C 1.656 3.362 3.565 0.00 0.01 0.01 -1.0988
C 0.563 4.621 0.982 -0.01 0.02 0.05 -0.8726
H -1.735 -1.849 4.197 0.02 0.00 0.02 0.3632
H -1.687 -0.382 3.239 -0.02 0.01 -0.03 0.2990
H -0.589 -0.580 4.620 0.00 0.03 -0.02 0.3681
H -1.624 -3.264 1.636 0.01 -0.05 0.04 0.5413
H -0.147 -3.419 0.676 0.02 -0.02 0.00 0.2258
H -1.125 -1.952 0.552 0.10 -0.17 0.14 -1.0323
H 0.259 -4.072 4.002 0.00 0.01 0.01 0.3226
H 1.465 -2.921 4.583 0.02 -0.01 0.00 0.3182
H 1.758 -3.839 3.100 0.00 0.00 0.00 0.3325
H 2.429 -1.529 1.806 0.00 0.00 -0.06 0.2414
H 2.020 -0.422 3.097 0.01 -0.04 -0.01 0.6467
H -0.336 1.051 2.585 -0.05 -0.04 0.06 -0.1538
H -0.925 1.625 1.031 -0.04 0.02 0.02 -0.4317
H -1.570 3.298 4.113 -0.01 0.00 0.00 0.3396
H -2.200 3.986 2.614 -0.01 0.00 0.01 0.3501
H -1.228 4.981 3.702 0.01 0.00 0.00 0.3588
H 1.454 2.677 4.392 0.00 0.00 0.00 0.3274
H 1.860 4.346 3.993 0.00 0.00 0.00 0.3680
H 2.568 3.030 3.064 -0.01 0.00 0.00 0.3264
H -0.292 4.673 0.305 0.02 0.01 -0.05 0.2281
H 1.436 4.334 0.393 -0.03 -0.02 -0.02 0.2272
H 0.734 5.627 1.374 0.01 -0.01 0.01 0.4478
C -2.835 -0.334 -4.352 0.03 -0.03 0.00 -0.5882
C -3.119 -1.636 -3.946 0.02 0.04 0.00 -0.6618
C -2.176 -2.389 -3.270 -0.01 -0.02 0.03 -0.6510
C -0.915 -1.865 -2.975 0.08 -0.11 -0.11 0.0744
C -0.633 -0.573 -3.428 -0.11 0.25 0.12 -0.6290
C -1.587 0.200 -4.082 -0.07 0.01 0.00 -0.5055
C 0.101 -2.613 -2.240 0.15 0.04 -0.03 -0.0177
C 1.063 -1.979 -1.534 -0.01 -0.12 -0.12 0.3526
C 2.231 -2.760 -1.024 -0.07 0.00 0.15 1.3916
C 2.278 -4.162 -1.047 -0.09 0.03 0.09 -0.3695
C 3.367 -4.862 -0.560 0.03 -0.01 0.00 -0.8295
C 4.469 -4.188 -0.046 -0.02 -0.02 -0.01 -0.5812
C 4.462 -2.804 -0.042 -0.01 0.03 -0.01 -0.8927
C 3.359 -2.110 -0.521 0.00 0.01 -0.08 -0.3570
H -3.578 0.251 -4.877 0.00 0.00 0.01 0.4179
H -4.095 -2.060 -4.150 0.00 0.00 0.00 0.4130
H -2.419 -3.391 -2.935 0.00 0.00 -0.01 0.4094
H 0.389 -0.144 -3.400 0.22 -0.32 -0.16 0.8418
H -1.337 1.205 -4.399 -0.01 0.00 0.01 0.4692
H 0.056 -3.692 -2.358 0.06 0.00 -0.02 0.2213
H 1.448 -4.728 -1.446 -0.03 0.01 0.03 0.3162
H 3.360 -5.944 -0.587 0.00 0.00 0.01 0.4057
H 5.321 -4.737 0.334 0.00 0.00 -0.01 0.4041
H 5.319 -2.256 0.330 -0.01 0.01 0.00 0.4098
H 3.392 -1.029 -0.546 0.02 0.03 0.05 0.1799
```
Positions in Å, forces in eV/Å.

- Which of these has the lowest calculated total energy?
  C30H40CuN6O3S3SbSe4Te

- What is the formula in the first record?
  C30H40CuN6O3S3SbSe4Te